The following is a DFT calculation (the ωB97M-V functional and the def2-TZVPD basis) of one molecule with the formula C2H4N2S.

Output
Frontier orbital gap: 9.275 eV
Structure (SMILES): C=NN1CS1

Cartesian coordinates (Å):
S  1.837  -0.551  0.152
N  -0.859  -0.024  -0.321
N  0.367  0.062  -0.645
C  1.214  1.030  0.054
C  -1.530  -1.020  0.014
H  -2.605  -0.829  -0.058
H  1.676  1.686  -0.622
H  0.832  1.498  1.046
H  -0.931  -1.853  0.380

=====

The following is a DFT calculation (the ωB97M-V functional and the def2-TZVPD basis) of a 2-piece molecular cluster, C2H4N2S2 overall.

Output
Frontier orbital gap: 6.274 eV

Cartesian coordinates (Å):
S  -1.592  -2.080  0.036
S  0.050  1.165  -0.038
N  -2.538  0.479  0.172
N  -3.137  1.533  -0.128
C  1.005  -0.282  -0.334
C  -1.977  -0.541  -0.167
H  -3.726  1.869  0.668
H  0.411  -1.052  0.030
H  2.044  -0.217  0.243
H  1.020  -0.566  -1.307

=====

The following is a DFT calculation (the ωB97M-V functional and the def2-TZVPD basis) of one molecule with the formula C2H4N2S2.

Output
Frontier orbital gap: 7.446 eV

Cartesian coordinates (Å):
S  -0.864  -0.973  -0.614
S  1.722  -0.572  -0.556
N  -0.981  0.577  -0.195
N  1.304  1.088  -0.194
C  0.452  -1.466  0.336
C  0.076  1.410  -0.195
H  -2.095  1.179  -0.204
H  0.303  -1.091  1.377
H  -0.221  2.455  -0.243
H  0.304  -2.608  0.487

=====

Across the entries above, electronic energy takes the values -586.17557; -984.30332; -984.37498 Ha, respectively.
Across the entries above, strongest force on any atom takes the values 3.644; 4.912; 7.125 eV Å⁻¹, respectively.
Across the entries above, relative energy (zero: lowest compared OMol25 entry of this formula, charge and spin) takes the values 312.0; 555.5; 367.3 kJ/mol, respectively.